Record 1
A cluster of 4 separate species, H8O3S2 in total in a non-equilibrium geometry. Source: OMol25; level of theory: ωB97M-V/def2-TZVPD.

The HOMO energy comes out at -8.818 eV. As for the multiplicity: 1. The relative energy (zero: lowest compared OMol25 entry of this formula, charge and spin) is 27.1 kJ/mol. The electronic energy is -27942.7106 eV. The SMILES is SS.O.O.O.

```
13
Properties=species:S:1:pos:R:3:nbo_charge:R:1
S 1.32 0.22 -0.98 -0.165
S 1.31 0.10 1.05 -0.152
H 0.90 1.49 -1.10 0.179
H 2.42 -0.65 1.11 0.138
H -1.53 1.69 0.17 0.493
H -2.18 2.24 -1.08 0.474
O -1.32 2.06 -0.70 -0.972
H -1.87 -0.38 1.64 0.470
H -2.07 -0.67 0.22 0.493
O -2.43 -0.12 0.91 -0.960
H -0.90 -2.63 -1.26 0.473
H 0.06 -2.22 -0.18 0.475
O -0.85 -2.45 -0.34 -0.946
```

Record 2
A structure of composition C5H10O2 in a non-equilibrium geometry. Source: OMol25; level of theory: ωB97M-V/def2-TZVPD.

The HOMO energy comes out at -9.584 eV. As for the multiplicity: 1. The relative energy (zero: lowest compared OMol25 entry of this formula, charge and spin) is 396.1 kJ/mol. The electronic energy is -9438.9373 eV.

```
17
Properties=species:S:1:pos:R:3:nbo_charge:R:1
C 2.25 1.00 -0.53 -0.250
O 0.92 1.06 -0.04 -0.522
C 0.26 -0.15 -0.26 0.044
C 0.47 -1.20 0.86 -0.099
O -0.78 -0.84 1.47 -0.514
C -1.17 -0.34 0.22 0.157
C -2.36 0.56 0.09 -0.672
H 2.86 0.26 0.02 0.166
H 2.27 0.74 -1.60 0.167
H 2.70 1.99 -0.40 0.198
H 0.32 -0.47 -1.30 0.168
H 1.30 -1.04 1.56 0.196
H 0.42 -2.23 0.49 0.179
H -1.50 -1.32 -0.55 0.086
H -2.21 1.55 -0.35 0.227
H -2.71 -0.16 -0.64 0.233
H -3.03 0.58 0.96 0.236
```

Record 3
A structure of composition C36H35FN11O4ReS. Source: OMol25; level of theory: ωB97M-V/def2-TZVPD.

The HOMO energy (alpha / beta) comes out at -9.683 / -9.689 eV. Its charge is +1. As for the multiplicity: 4. The relative energy (zero: lowest compared OMol25 entry of this formula, charge and spin) is 47.0 kJ/mol. The electronic energy is -78160.9343 eV. Its expectation value of S² is 3.77.

```
89
Properties=species:S:1:pos:R:3:lowdin_spin:R:1
Re -0.21 0.10 0.30 2.256
C -6.06 -2.08 -1.96 0.001
C -4.63 -2.59 -2.02 0.002
N -3.65 -1.53 -2.17 0.005
C -3.19 -0.78 -1.14 0.003
S -3.37 -1.22 0.48 0.054
N -2.63 0.38 -1.55 0.002
N -1.90 1.02 -0.59 -0.011
C -2.01 2.31 -0.49 0.039
C -3.10 3.08 -1.15 0.005
C -1.03 2.97 0.37 0.016
C -1.06 4.32 0.68 0.003
C -0.12 4.84 1.55 0.014
C 0.84 4.00 2.10 0.003
C 0.83 2.67 1.75 0.017
N -0.06 2.17 0.88 0.017
H -6.77 -2.91 -1.90 0.000
H -6.30 -1.49 -2.85 0.000
H -6.20 -1.45 -1.08 0.000
H -4.50 -3.28 -2.85 0.000
H -4.39 -3.13 -1.10 0.001
H -3.59 -1.07 -3.07 0.000
H -3.53 2.50 -1.96 0.000
H -2.75 4.03 -1.54 0.001
H -3.89 3.28 -0.42 0.002
H -1.84 4.94 0.27 0.000
H -0.15 5.89 1.81 0.001
H 1.57 4.36 2.81 0.000
H 1.51 1.96 2.19 0.001
C -0.14 -5.67 3.84 0.002
C -0.19 -4.64 2.76 0.010
C -1.23 -4.61 1.83 0.000
C -1.27 -3.67 0.83 0.013
C -0.25 -2.73 0.68 0.023
N -0.24 -1.78 -0.38 0.169
C -0.11 -2.27 -1.68 0.002
C -0.02 -3.66 -1.93 0.028
C 0.02 -4.18 -3.20 -0.006
C 0.02 -3.36 -4.32 0.031
C 0.10 -3.92 -5.72 0.005
C 0.02 -1.99 -4.10 -0.006
C -0.04 -1.45 -2.82 0.030
N 0.08 -0.02 -2.72 0.015
C 0.05 0.85 -3.73 0.018
C 0.57 2.05 -3.30 0.009
C 0.89 1.83 -1.97 0.016
N 0.57 0.58 -1.61 0.017
C 0.77 -2.73 1.62 0.013
C 0.80 -3.67 2.65 -0.002
N 1.85 -1.80 1.53 0.009
C 3.14 -2.02 1.85 0.008
C 3.87 -0.90 1.52 0.002
C 2.93 -0.02 0.97 0.007
N 1.72 -0.57 0.99 0.011
H -0.87 -6.46 3.67 0.000
H -0.35 -5.23 4.82 0.001
H 0.85 -6.13 3.91 0.000
H -2.03 -5.34 1.90 0.000
H -2.09 -3.65 0.12 0.000
H 0.00 -4.34 -1.09 0.002
H 0.07 -5.25 -3.32 -0.001
H -0.35 -4.91 -5.76 0.000
H 1.13 -4.01 -6.04 0.002
H -0.42 -3.28 -6.43 0.001
H 0.11 -1.34 -4.95 -0.001
H -0.33 0.57 -4.70 0.001
H 0.69 2.96 -3.87 0.000
H 1.29 2.52 -1.24 0.001
H 1.62 -3.66 3.36 0.000
H 3.45 -2.97 2.26 0.001
H 4.92 -0.74 1.63 0.000
H 3.07 0.96 0.56 0.001
F -0.41 -3.48 6.57 0.000
C 0.10 -2.42 5.96 0.000
C -0.67 -1.42 5.52 0.000
N -0.15 -0.30 4.92 0.001
C -1.03 0.76 4.44 -0.001
C -1.40 0.72 2.97 0.014
O -2.24 1.48 2.56 0.025
O -0.68 -0.11 2.23 0.095
C 1.20 -0.16 4.70 0.000
O 1.69 0.81 4.14 0.001
N 1.97 -1.21 5.15 0.000
C 1.55 -2.39 5.76 0.000
O 2.32 -3.27 6.04 0.000
H -1.75 -1.45 5.64 0.000
H -0.51 1.70 4.59 0.000
H -1.94 0.78 5.04 0.000
H 2.96 -1.11 5.02 0.000
```

Record 4
A structure of composition C4H4BrClN2 in a non-equilibrium geometry. Source: OMol25; level of theory: ωB97M-V/def2-TZVPD.

The HOMO energy comes out at -8.179 eV. As for the multiplicity: 1. The relative energy (zero: lowest compared OMol25 entry of this formula, charge and spin) is 188.6 kJ/mol. The electronic energy is -89755.2047 eV.

```
12
Properties=species:S:1:pos:R:3:nbo_charge:R:1
C -0.16 0.88 -1.68 -0.186
C -1.24 0.12 -1.30 -0.004
C 0.62 0.27 0.30 0.420
C 1.18 -0.12 1.57 -0.450
N 0.82 0.89 -0.74 -0.361
N -1.11 -0.41 -0.10 -0.581
Cl 1.71 -1.86 1.54 -0.061
Br -2.18 -1.59 0.76 0.270
H -0.03 1.43 -2.59 0.215
H -2.11 -0.04 -1.92 0.220
H 0.45 -0.05 2.37 0.254
H 2.06 0.48 1.79 0.263
```

Record 5
A cluster of 2 separate species, C4H6N2S in total in a non-equilibrium geometry. Source: OMol25; level of theory: ωB97M-V/def2-TZVPD.

The HOMO energy (alpha / beta) comes out at -7.987 / -7.998 eV. As for the multiplicity: 1. The relative energy (zero: lowest compared OMol25 entry of this formula, charge and spin) is 421.2 kJ/mol. The electronic energy is -18056.6080 eV.

```
13
Properties=species:S:1:pos:R:3:nbo_charge:R:1
C 1.43 -1.63 1.65 0.069
C 1.19 0.57 -0.88 0.089
C -2.29 0.79 1.07 -0.695
C 0.12 0.43 -0.05 -0.608
N 0.73 -1.65 2.56 -0.328
N 2.12 -0.29 -1.03 -0.708
S -1.20 1.41 0.00 0.743
H 1.19 1.54 -1.46 0.143
H -3.10 1.34 1.32 0.222
H 2.15 -1.91 0.93 0.262
H -2.03 -0.21 1.35 0.228
H 0.14 -0.45 0.60 0.237
H 2.65 -0.20 -1.87 0.348
```

Record 6
An isolated molecule of C2N6O4 in a non-equilibrium geometry. Source: OMol25; level of theory: ωB97M-V/def2-TZVPD.

The HOMO energy (alpha / beta) comes out at -10.223 / -10.497 eV. As for the multiplicity: 1. The relative energy (zero: lowest compared OMol25 entry of this formula, charge and spin) is 462.4 kJ/mol. The electronic energy is -19189.3400 eV.

```
12
Properties=species:S:1:pos:R:3:nbo_charge:R:1
C -0.54 -0.23 0.63 0.169
C 0.46 0.37 -0.13 0.191
N -1.58 -0.75 -0.02 -0.277
N -0.45 -0.32 1.96 -0.063
N -0.58 -0.04 -1.99 -0.168
N 0.61 0.25 -1.44 0.256
N 1.68 0.52 1.76 0.408
N -1.59 -0.58 -1.32 0.451
O 1.58 0.44 -2.13 -0.322
O 2.62 1.14 2.13 -0.209
O -2.54 -0.93 -1.97 -0.326
O 0.64 0.20 2.51 -0.110
```

Record 7
A structure of composition C12H4BrCl5F3NTi. Source: OMol25; level of theory: ωB97M-V/def2-TZVPD.

The HOMO energy comes out at -15.781 eV. Its charge is +2. As for the multiplicity: 1. The electronic energy is -177903.6938 eV.

```
27
Properties=species:S:1:pos:R:3:nbo_charge:R:1
Ti 0.56 0.53 -0.88 1.452
Cl 2.72 -0.70 -1.30 0.173
C 2.52 -0.53 0.47 0.103
C 1.28 -0.03 0.85 -0.505
C 1.03 0.15 2.21 -0.005
Cl -0.48 0.79 2.73 0.120
C 2.01 -0.19 3.14 -0.097
Cl 1.73 0.01 4.80 0.161
C 3.26 -0.70 2.69 0.000
Cl 4.45 -1.07 3.82 0.206
C 3.54 -0.87 1.32 -0.155
Cl 5.01 -1.47 0.75 0.162
Br -0.28 0.47 -3.52 0.304
C -1.67 -0.16 -2.42 0.162
C -2.90 -0.52 -2.91 -0.235
C -3.83 -0.98 -1.97 -0.040
C -3.49 -1.07 -0.63 -0.220
C -2.23 -0.70 -0.22 0.105
N -1.32 -0.25 -1.13 -0.611
H -3.14 -0.44 -3.96 0.282
H -4.82 -1.27 -2.30 0.272
H -4.20 -1.43 0.11 0.277
H -1.90 -0.74 0.80 0.250
F 1.61 2.19 -1.28 -0.382
C 0.29 2.53 -0.47 0.713
F -0.41 3.27 -1.27 -0.251
F 0.66 3.18 0.57 -0.238
```

Record 8
A structure of composition C6H40Br2F3INO17 in a non-equilibrium geometry. Source: OMol25; level of theory: ωB97M-V/def2-TZVPD.

The HOMO energy comes out at -12.167 eV. Its charge is +1. As for the multiplicity: 1. The electronic energy is -199490.7706 eV.

```
70
Properties=species:S:1:pos:R:3:nbo_charge:R:1
C -1.74 1.46 -1.26 -0.071
C -1.00 0.35 -1.79 -0.054
N -0.04 -0.81 -1.94 -0.593
I -0.39 -1.56 -3.87 0.511
C -0.27 -1.97 -1.01 -0.288
C -0.57 -1.61 0.55 -0.541
C 0.74 -1.25 1.46 0.260
F 1.30 -2.44 2.21 -0.347
Br 0.07 0.00 2.93 0.103
C 1.93 -0.42 0.69 0.576
F 2.72 -1.23 -0.28 -0.353
F 1.46 0.90 0.13 -0.377
Br 3.26 0.10 2.15 0.097
H -2.23 2.43 -0.77 0.359
H 0.96 -0.47 -1.98 0.491
H -1.16 -2.64 -1.45 0.275
H 0.70 -2.66 -1.02 0.276
H -1.36 -0.76 0.74 0.303
H -1.05 -2.59 1.04 0.337
O -3.40 1.40 1.06 -0.976
H -4.25 1.00 1.29 0.502
H -3.15 1.89 1.86 0.484
O -3.16 -3.57 1.76 -0.975
H -3.31 -4.31 2.36 0.500
H -4.01 -3.09 1.75 0.479
O -5.14 1.07 3.02 -0.972
H -5.49 1.93 2.74 0.482
H -5.23 1.09 3.98 0.499
O 0.35 4.03 0.21 -0.937
H -0.22 4.08 -0.57 0.469
H 0.77 3.16 0.14 0.476
O 1.45 -1.60 -7.34 -0.938
H 1.05 -1.51 -6.46 0.460
H 2.31 -2.00 -7.17 0.484
O 1.71 -2.23 -10.22 -0.961
H 1.36 -1.37 -10.50 0.472
H 1.62 -2.21 -9.25 0.485
O -8.16 0.13 2.19 -0.947
H -8.24 -0.83 2.28 0.472
H -7.23 0.30 2.41 0.471
O 5.58 1.99 4.30 -0.960
H 6.10 2.45 3.62 0.493
H 4.73 1.82 3.86 0.474
O -0.45 2.68 -4.10 -0.931
H -0.60 1.94 -3.49 0.459
H -1.29 3.15 -4.10 0.472
O -3.19 -4.49 4.50 -0.959
H -3.58 -4.40 5.38 0.485
H -2.32 -4.89 4.67 0.478
O 4.22 3.87 2.85 -0.967
H 3.87 4.72 2.57 0.485
H 4.13 3.88 3.81 0.481
O 3.88 1.02 -2.45 -0.939
H 3.48 1.11 -1.57 0.462
H 4.74 0.62 -2.28 0.480
O 4.96 1.83 7.61 -0.938
H 5.24 1.94 6.69 0.478
H 4.04 1.54 7.54 0.460
O -6.73 -2.86 2.18 -0.954
H -7.54 -3.19 2.59 0.479
H -6.53 -3.51 1.49 0.475
O 8.47 0.78 4.49 -0.938
H 7.55 1.06 4.41 0.473
H 8.68 0.40 3.62 0.462
O 1.21 -3.48 -13.21 -0.945
H 0.36 -3.88 -12.98 0.464
H 1.46 -3.00 -12.41 0.479
O -0.92 4.93 3.10 -0.945
H -1.84 5.21 3.01 0.464
H -0.71 4.55 2.23 0.480
```